# C4H8FeMgO3

A structure of composition C4H8FeMgO3 at a distorted geometry (the ωB97M-V functional and the def2-TZVPD basis, the Open Molecules 2025 dataset).

The expectation value of S² is 12.025. Its strongest force on any atom is 2.67 eV/Å. For the HOMO energy (alpha / beta), the calculation gives -0.59069 / -0.69750 hartree. Its spin multiplicity is 7. Its HOMO-LUMO gap (alpha / beta) is 6.31 / 7.62 eV. The net charge is +2. The lowest unoccupied orbital energy (alpha / beta) is -0.3587 / -0.4175 Eh.

Atoms and positions in Å:
O1 -1.637 -2.919 0.110
Fe1 -0.767 -3.023 1.728
Mg1 -0.325 -1.671 -0.428
O2 -0.001 -1.382 1.563
O3 0.468 0.225 -0.470
C1 0.077 1.183 -1.463
C2 0.684 0.763 0.843
C3 -1.052 0.639 -2.250
C4 0.929 -0.379 1.816
H1 0.958 1.403 -2.095
H2 -0.198 2.129 -0.970
H3 -0.238 1.293 1.133
H4 1.525 1.469 0.807
H5 -1.643 -0.276 -1.936
H6 1.954 -0.777 1.720
H7 0.842 0.024 2.839
H8 -1.576 1.298 -2.947

# C27H33FeNO5PS2

A structure of composition C27H33FeNO5PS2 (the ωB97M-V functional and the def2-TZVPD basis, the Open Molecules 2025 dataset).

The expectation value of S² is 8.779. Its strongest force on any atom is 0.56 eV/Å. For the HOMO energy (alpha / beta), the calculation gives -0.04667 / -0.05539 hartree. Its spin multiplicity is 6. Its HOMO-LUMO gap (alpha / beta) is 5.83 / 6.07 eV. The net charge is -2. The lowest unoccupied orbital energy (alpha / beta) is 0.1676 / 0.1675 Eh.

Atoms and positions in Å:
Fe1 0.739 -0.600 0.062
C1 -2.070 -0.839 -2.743
N1 -2.023 0.087 -1.636
C2 -2.395 1.416 -2.060
C3 -2.870 -0.351 -0.553
C4 -2.381 -1.575 0.205
C5 -3.398 -2.418 0.660
C6 -3.115 -3.555 1.397
C7 -1.787 -3.853 1.656
C8 -0.783 -3.013 1.193
C9 -1.016 -1.831 0.461
H1 -3.105 -0.939 -3.130
H2 -1.714 -1.820 -2.426
H3 -1.421 -0.475 -3.535
H4 -3.426 1.446 -2.470
H5 -1.697 1.756 -2.820
H6 -2.347 2.094 -1.209
H7 -3.892 -0.568 -0.931
H8 -2.999 0.497 0.128
H9 -4.432 -2.177 0.421
H10 -3.915 -4.203 1.742
H11 -1.526 -4.747 2.214
H12 0.248 -3.274 1.400
O1 -0.666 0.797 1.285
C10 -0.093 1.824 2.089
C11 1.281 2.141 1.403
O2 1.865 3.147 1.800
O3 1.629 1.323 0.525
C12 -1.017 3.033 2.025
C13 -1.939 3.328 3.017
C14 -2.836 4.379 2.863
C15 -2.817 5.144 1.710
C16 -1.893 4.855 0.710
C17 -1.002 3.810 0.867
C18 0.181 1.328 3.497
C19 0.082 -0.023 3.807
C20 0.387 -0.473 5.086
C21 0.801 0.417 6.062
C22 0.918 1.767 5.750
C23 0.617 2.217 4.477
H13 -1.434 0.386 1.693
H14 -1.963 2.731 3.922
H15 -3.551 4.595 3.648
H16 -3.516 5.961 1.584
H17 -1.870 5.442 -0.197
H18 -0.288 3.582 0.088
H19 -0.191 -0.742 3.044
H20 0.324 -1.531 5.298
H21 1.050 0.062 7.055
H22 1.265 2.470 6.497
H23 0.748 3.259 4.216
C24 5.050 -1.890 -2.883
C25 3.874 -1.594 -1.970
O4 3.126 -0.534 -2.552
P1 1.498 -0.439 -2.340
S1 1.010 1.031 -3.594
S2 2.300 -1.765 0.951
O5 1.044 -1.895 -2.970
C26 1.452 -2.239 -4.288
C27 0.283 -2.824 -5.058
H24 5.605 -2.754 -2.514
H25 5.729 -1.038 -2.931
H26 4.706 -2.102 -3.896
H27 4.201 -1.285 -0.976
H28 3.248 -2.480 -1.828
H29 2.260 -2.977 -4.206
H30 1.850 -1.354 -4.800
H31 -0.184 -3.624 -4.484
H32 0.622 -3.232 -6.014
H33 -0.467 -2.062 -5.256

# C25H29F10N4O5Sc

A structure of composition C25H29F10N4O5Sc (the ωB97M-V functional and the def2-TZVPD basis, the Open Molecules 2025 dataset).

Its strongest force on any atom is 0.32 eV/Å. For the HOMO energy, the calculation gives -0.27305 hartree. Its HOMO-LUMO gap is 7.69 eV. The lowest unoccupied orbital energy is 0.0094 Eh.

Atoms and positions in Å:
Sc1 0.000 0.449 0.514
C1 2.678 -2.569 -2.512
O1 1.439 -2.800 -1.881
C2 1.518 -3.509 -0.676
C3 2.052 -2.721 0.508
O2 1.096 -1.893 1.182
C4 0.645 -2.500 2.402
C5 -0.349 -3.611 2.163
O3 -1.463 -3.109 1.454
C6 -2.510 -4.057 1.362
H1 2.460 -2.164 -3.498
H2 3.245 -3.500 -2.628
H3 3.290 -1.844 -1.963
H4 0.507 -3.854 -0.451
H5 2.167 -4.388 -0.801
H6 2.432 -3.453 1.225
H7 2.890 -2.087 0.208
H8 1.503 -2.912 2.945
H9 0.199 -1.714 2.998
H10 0.102 -4.441 1.601
H11 -0.662 -3.995 3.142
H12 -2.173 -4.966 0.852
H13 -2.884 -4.319 2.355
H14 -3.311 -3.603 0.783
C7 2.828 0.659 2.037
N1 1.825 1.529 1.413
C8 1.257 2.440 2.422
C9 0.014 3.176 1.896
N2 -0.641 2.453 0.794
C10 -1.726 3.058 0.229
C11 -2.229 2.550 -0.980
F1 -1.571 1.496 -1.525
C12 -3.317 3.038 -1.665
F2 -3.696 2.463 -2.809
C13 -4.006 4.128 -1.169
F3 -5.075 4.619 -1.801
C14 -3.556 4.683 0.011
F4 -4.203 5.730 0.527
C15 -2.463 4.169 0.689
F5 -2.157 4.788 1.847
C16 2.421 2.309 0.310
C17 2.603 1.466 -0.936
N3 1.376 0.717 -1.170
C18 1.036 0.344 -2.432
C19 -0.024 -0.562 -2.552
F6 -0.591 -0.951 -1.366
C20 -0.532 -1.079 -3.712
F7 -1.537 -1.958 -3.674
C21 0.020 -0.690 -4.920
F8 -0.444 -1.168 -6.078
C22 1.056 0.219 -4.882
F9 1.608 0.629 -6.029
C23 1.540 0.729 -3.686
F10 2.559 1.609 -3.787
H15 3.643 1.255 2.464
H16 3.239 -0.023 1.295
H17 2.357 0.079 2.829
H18 2.016 3.167 2.733
H19 0.982 1.833 3.281
H20 0.296 4.175 1.547
H21 -0.654 3.317 2.746
H22 3.375 2.744 0.635
H23 1.732 3.117 0.071
H24 3.461 0.786 -0.822
H25 2.851 2.146 -1.749
N4 -2.178 -0.326 0.611
C24 -2.756 0.007 1.922
C25 -1.665 -0.096 2.980
O4 -1.954 -0.380 4.123
O5 -0.461 0.139 2.535
H26 -2.772 -0.034 -0.157
H27 -2.068 -1.338 0.558
H28 -3.585 -0.640 2.203
H29 -3.107 1.040 1.905

# C4H7N2

The ion C4H7N2 with charge +1 at a distorted geometry (the ωB97M-V functional and the def2-TZVPD basis, the Open Molecules 2025 dataset).

Its strongest force on any atom is 2.59 eV/Å. For the HOMO energy (alpha / beta), the calculation gives -0.54931 / -0.47374 hartree. Its HOMO-LUMO gap (alpha / beta) is 10.07 / 5.81 eV. The net charge is +1. The lowest unoccupied orbital energy (alpha / beta) is -0.1792 / -0.2603 Eh.

Atoms and positions in Å:
C1 -0.915 -0.971 0.343
C2 -0.142 0.962 -0.686
C3 -1.291 0.095 -0.590
C4 0.477 -0.787 0.693
N1 2.096 0.830 -0.001
N2 0.945 0.329 0.119
H1 -1.589 -0.811 1.125
H2 -0.904 -2.047 0.200
H3 0.105 0.919 -1.693
H4 -0.354 2.060 -0.487
H5 -2.239 0.511 -0.835
H6 1.036 -1.531 1.146
H7 2.773 0.441 0.666

# CH6F5K3NO10S3

A structure of composition CH6F5K3NO10S3 at a distorted geometry (the ωB97M-V functional and the def2-TZVPD basis, the Open Molecules 2025 dataset).

Its strongest force on any atom is 1.69 eV/Å. For the HOMO energy, the calculation gives -0.43617 hartree. Its HOMO-LUMO gap is 7.83 eV. The net charge is +1. The lowest unoccupied orbital energy is -0.1485 Eh.

Atoms and positions in Å:
K1 -2.775 4.169 -3.069
K2 -1.625 1.743 2.806
K3 2.496 3.018 0.598
N1 2.211 0.378 3.432
S1 1.362 0.337 4.807
O1 1.081 -0.971 5.261
O2 0.322 1.335 4.796
F1 2.421 0.942 5.774
S2 1.502 -0.667 2.456
O3 0.075 -0.588 2.474
O4 2.120 -1.924 2.269
F2 1.881 0.129 1.086
C1 -1.000 -0.082 -0.867
F3 -1.861 -0.254 0.159
F4 -0.005 -0.905 -0.760
F5 -1.672 -0.328 -1.987
S3 -0.433 1.668 -0.932
O5 0.779 1.654 -1.724
O6 -1.515 2.412 -1.556
O7 -0.185 2.009 0.472
O8 -0.392 1.425 -4.478
H1 0.269 1.677 -3.818
H2 -0.691 2.239 -4.892
O9 -1.605 -3.202 -1.358
H3 -2.174 -2.426 -1.370
H4 -2.205 -3.948 -1.478
O10 0.525 -3.433 -3.062
H5 1.316 -3.194 -2.569
H6 -0.222 -3.214 -2.468

# C5H7NO

An isolated molecule of C5H7NO at a distorted geometry (the ωB97M-V functional and the def2-TZVPD basis, the Open Molecules 2025 dataset).

Its strongest force on any atom is 4.65 eV/Å. For the HOMO energy, the calculation gives -0.27423 hartree. Its HOMO-LUMO gap is 8.06 eV. The lowest unoccupied orbital energy is 0.0219 Eh.

Atoms and positions in Å:
C1 -0.291 0.806 -2.137
C2 0.406 0.641 -0.830
C3 0.501 -0.549 -0.214
C4 0.561 -0.650 1.229
O1 0.810 -1.897 1.760
C5 -0.174 0.141 1.961
N1 -0.889 0.881 2.529
H1 -0.936 -0.055 -2.345
H2 -0.952 1.677 -2.056
H3 0.399 0.961 -2.966
H4 0.608 1.563 -0.284
H5 0.303 -1.465 -0.765
H6 1.281 -2.423 1.092
H7 -1.626 0.370 3.025

# C2H8N2

An isolated molecule of C2H8N2 at a distorted geometry (the ωB97M-V functional and the def2-TZVPD basis, the Open Molecules 2025 dataset).

Its strongest force on any atom is 1.41 eV/Å. For the HOMO energy, the calculation gives -0.33897 hartree. Its HOMO-LUMO gap is 10.36 eV. The lowest unoccupied orbital energy is 0.0416 Eh.

Atoms and positions in Å:
N1 0.607 -1.207 0.684
C1 0.961 0.174 0.280
C2 -0.049 0.662 -0.740
N2 -1.483 0.487 -0.397
H1 -0.176 -1.201 1.332
H2 1.395 -1.653 1.143
H3 1.864 0.027 -0.301
H4 1.186 0.854 1.104
H5 0.122 1.711 -0.949
H6 0.112 0.059 -1.631
H7 -1.828 -0.262 -0.977
H8 -1.617 0.226 0.569

# C5H8N5O

The ion C5H8N5O with charge +1 at a distorted geometry (the ωB97M-V functional and the def2-TZVPD basis, the Open Molecules 2025 dataset).

Its strongest force on any atom is 3.92 eV/Å. For the HOMO energy (alpha / beta), the calculation gives -0.50037 / -0.50037 hartree. Its HOMO-LUMO gap (alpha / beta) is 8.50 / 8.51 eV. The net charge is +1. The lowest unoccupied orbital energy (alpha / beta) is -0.1879 / -0.1878 Eh.

Atoms and positions in Å:
C1 1.760 -0.730 -0.545
C2 0.654 -0.154 -1.100
C3 -1.366 0.334 1.641
C4 0.874 0.420 -2.440
C5 -1.154 -1.831 0.694
N1 -0.520 0.002 -0.533
N2 -0.975 -0.417 0.660
N3 -1.412 1.642 1.782
N4 -0.624 2.295 2.537
N5 2.910 -0.847 -0.326
O1 4.014 -1.138 -0.152
H1 -0.155 0.936 -2.727
H2 1.667 1.178 -2.565
H3 1.136 -0.401 -3.081
H4 -2.031 -2.088 1.389
H5 -1.406 -2.218 -0.363
H6 -0.225 -2.398 0.985
H7 -2.277 2.036 1.416
H8 -0.871 3.380 2.727

# C24H32N5

The ion C24H32N5 with charge +1 at a distorted geometry (the ωB97M-V functional and the def2-TZVPD basis, the Open Molecules 2025 dataset).

Its strongest force on any atom is 2.29 eV/Å. For the HOMO energy, the calculation gives -0.35915 hartree. Its HOMO-LUMO gap is 7.46 eV. The net charge is +1. The lowest unoccupied orbital energy is -0.0852 Eh.

Atoms and positions in Å:
C1 -6.936 -2.619 -2.317
N1 -6.424 -2.164 -1.042
C2 -7.102 -2.725 0.114
C3 -5.245 -1.421 -0.922
C4 -5.295 -0.008 -0.796
C5 -4.142 0.704 -0.549
C6 -2.893 0.062 -0.429
C7 -1.667 0.802 -0.224
C8 -0.458 0.258 -0.481
C9 0.845 0.967 -0.263
C10 2.112 0.125 -0.442
C11 3.351 0.745 -0.235
C12 4.534 0.012 -0.238
C13 4.529 -1.327 -0.714
N2 5.719 -2.007 -0.953
C14 6.630 -2.346 0.123
C15 5.831 -2.881 -2.107
C16 3.284 -1.930 -0.977
C17 2.094 -1.235 -0.784
N3 0.888 1.630 1.011
C18 0.727 2.951 1.190
N4 0.463 3.999 0.402
C19 0.658 5.241 1.137
C20 1.083 4.780 2.529
N5 0.962 3.328 2.444
C21 1.388 2.208 3.258
C22 1.246 1.020 2.303
C23 -2.856 -1.349 -0.536
C24 -3.993 -2.077 -0.832
H1 -6.372 -2.145 -3.129
H2 -6.854 -3.714 -2.399
H3 -8.000 -2.351 -2.395
H4 -6.666 -2.331 1.040
H5 -8.170 -2.469 0.076
H6 -7.030 -3.824 0.118
H7 -6.268 0.485 -0.871
H8 -4.181 1.787 -0.428
H9 -1.783 1.851 0.061
H10 -0.374 -0.686 -1.026
H11 0.904 1.758 -1.032
H12 3.386 1.814 -0.036
H13 5.473 0.490 0.041
H14 6.546 -1.644 0.955
H15 6.432 -3.362 0.500
H16 7.652 -2.327 -0.271
H17 5.339 -2.418 -2.969
H18 6.890 -3.027 -2.342
H19 5.380 -3.868 -1.930
H20 3.251 -2.974 -1.301
H21 1.159 -1.787 -0.893
H22 0.289 3.912 -0.590
H23 -0.267 5.818 1.179
H24 1.421 5.850 0.648
H25 0.440 5.201 3.311
H26 2.118 5.077 2.744
H27 0.763 2.082 4.151
H28 2.433 2.306 3.585
H29 2.176 0.445 2.219
H30 0.449 0.332 2.616
H31 -1.914 -1.860 -0.349
H32 -3.956 -3.163 -0.949

# C4H5B3F15O2Sn

A structure of composition C4H5B3F15O2Sn at a distorted geometry (the ωB97M-V functional and the def2-TZVPD basis, the Open Molecules 2025 dataset).

Its strongest force on any atom is 12.38 eV/Å. For the HOMO energy, the calculation gives -0.19113 hartree. Its HOMO-LUMO gap is 6.98 eV. The net charge is -1. The lowest unoccupied orbital energy is 0.0653 Eh.

Atoms and positions in Å:
Sn1 0.379 0.302 1.109
B1 1.944 -0.467 -0.757
F1 1.175 -1.495 -0.265
F2 2.550 -0.891 -1.934
F3 1.179 0.643 -0.970
F4 2.792 -0.133 0.182
B2 1.138 -1.165 3.205
F5 0.941 -2.107 4.248
F6 1.931 -0.160 3.591
F7 1.568 -1.648 2.000
F8 -0.122 -0.559 2.978
B3 -0.363 1.803 3.008
F9 -0.472 2.751 3.974
F10 0.945 1.399 2.991
F11 -1.133 0.706 3.230
F12 -0.731 2.274 1.743
C1 0.766 0.100 -3.229
C2 0.024 -1.032 -2.468
O1 -1.326 -0.698 -2.172
C3 -1.671 0.089 -1.154
O2 -0.834 0.446 -0.338
C4 -3.206 0.369 -1.058
F13 -3.762 -0.590 -0.269
F14 -3.360 1.571 -0.550
F15 -3.811 0.327 -2.222
H1 0.954 0.880 -2.491
H2 0.119 0.600 -3.951
H3 1.654 -0.214 -3.779
H4 0.620 -1.179 -1.568
H5 0.113 -1.925 -3.087

# CH3ClOS

A cluster of 2 separate species, CH3ClOS in total at a distorted geometry (the ωB97M-V functional and the def2-TZVPD basis, the Open Molecules 2025 dataset).

Its strongest force on any atom is 3.40 eV/Å. For the HOMO energy, the calculation gives -0.35553 hartree. Its HOMO-LUMO gap is 9.53 eV. The lowest unoccupied orbital energy is -0.0054 Eh.

Atoms and positions in Å:
C1 1.092 0.932 -0.012
O1 0.613 1.797 0.710
H1 1.950 1.163 -0.596
H2 0.781 -0.068 0.095
S1 -1.137 -1.712 0.412
Cl1 -1.249 -1.234 -1.522
H3 -2.051 -0.878 0.914

# CH3NO3S

A cluster of 2 separate species, CH3NO3S in total at a distorted geometry (the ωB97M-V functional and the def2-TZVPD basis, the Open Molecules 2025 dataset).

Its strongest force on any atom is 4.29 eV/Å. For the HOMO energy (alpha / beta), the calculation gives 0.05837 / 0.05835 hartree. Its HOMO-LUMO gap (alpha / beta) is 5.09 / 5.09 eV. The net charge is -2. The lowest unoccupied orbital energy (alpha / beta) is 0.2455 / 0.2455 Eh.

Atoms and positions in Å:
C1 -0.095 0.454 -0.072
N1 -1.812 -0.277 0.821
O1 -2.735 -0.477 -0.097
O2 2.587 0.876 0.273
O3 1.908 -1.118 -1.021
S1 1.660 -0.318 0.202
H1 -0.163 0.586 -1.213
H2 -0.153 1.360 0.344
H3 -1.196 -1.085 0.763

# C30H24IIrN6O4PS

A structure of composition C30H24IIrN6O4PS (the ωB97M-V functional and the def2-TZVPD basis, the Open Molecules 2025 dataset).

The expectation value of S² is 6.015. Its strongest force on any atom is 0.58 eV/Å. For the HOMO energy (alpha / beta), the calculation gives -0.39032 / -0.41493 hartree. Its spin multiplicity is 5. Its HOMO-LUMO gap (alpha / beta) is 7.50 / 6.55 eV. The net charge is +1. The lowest unoccupied orbital energy (alpha / beta) is -0.1148 / -0.1743 Eh.

Atoms and positions in Å:
Ir1 -1.214 0.242 -0.399
N1 -1.710 -2.848 0.969
C1 -2.884 -2.291 0.641
N2 -3.957 -3.061 0.631
C2 -5.108 -2.452 0.346
N3 -6.209 -3.191 0.260
N4 -5.245 -1.117 0.164
C3 -4.130 -0.445 0.153
N5 -2.907 -0.971 0.344
C4 -4.180 1.019 -0.061
C5 -5.372 1.702 -0.215
C6 -5.321 3.073 -0.415
C7 -4.092 3.709 -0.463
C8 -2.942 2.951 -0.315
N6 -2.999 1.640 -0.102
H1 -1.696 -3.826 1.200
H2 -0.893 -2.287 1.140
H3 -6.150 -4.188 0.368
H4 -7.082 -2.753 0.025
H5 -6.301 1.154 -0.186
H6 -6.234 3.638 -0.543
H7 -4.014 4.774 -0.632
H8 -1.954 3.384 -0.396
I1 -0.775 1.035 2.383
C9 0.785 -0.221 3.032
C10 0.563 -0.945 4.169
C11 1.644 -1.511 4.863
C12 2.920 -1.234 4.465
C13 3.168 -0.475 3.297
C14 4.486 -0.087 2.950
C15 4.715 0.693 1.857
C16 3.656 0.973 0.971
C17 2.370 0.561 1.229
P1 1.321 0.306 -0.266
C18 2.069 -1.239 -0.891
C19 3.409 -1.273 -1.272
C20 3.988 -2.460 -1.687
C21 3.238 -3.630 -1.709
C22 1.905 -3.602 -1.332
C23 1.322 -2.410 -0.930
C24 1.779 1.677 -1.341
C25 2.017 1.497 -2.699
C26 2.239 2.602 -3.507
C27 2.218 3.879 -2.966
C28 1.978 4.060 -1.610
C29 1.755 2.961 -0.798
C30 2.081 -0.047 2.487
H9 -0.438 -1.033 4.573
H10 1.456 -2.095 5.754
H11 3.767 -1.576 5.047
H12 5.301 -0.395 3.593
H13 5.712 1.038 1.622
H14 3.877 1.473 0.036
H15 4.003 -0.368 -1.261
H16 5.025 -2.474 -1.994
H17 3.693 -4.557 -2.031
H18 1.310 -4.505 -1.371
H19 0.263 -2.385 -0.706
H20 1.996 0.504 -3.130
H21 2.414 2.460 -4.565
H22 2.386 4.737 -3.604
H23 1.964 5.055 -1.186
H24 1.569 3.101 0.262
O1 -1.277 0.646 -4.357
S1 -1.323 0.407 -2.960
O2 -1.119 1.666 -2.099
O3 -2.589 -0.159 -2.405
O4 -0.248 -0.505 -2.424